(one)
{
  "formula": "C5H11IN",
  "method": "ωB97M-V/def2-TZVPD",
  "elements": ["C", "C", "C", "C", "C", "N", "I", "H", "H", "H", "H", "H", "H", "H", "H", "H", "H", "H"],
  "xyz": [[1.206, -0.246, 0.538], [0.023, 0.579, 1.088], [0.678, -1.705, 0.265], [-1.013, 0.943, 0.090], [-0.839, 2.020, -0.787], [0.046, -1.731, -0.954], [-2.857, -0.077, 0.180], [1.401, 0.153, -0.438], [2.101, -0.025, 1.252], [-0.513, 0.119, 1.945], [0.483, 1.452, 1.381], [1.517, -2.405, 0.353], [-0.016, -1.807, 1.068], [-0.009, 1.895, -1.446], [-0.556, 2.884, -0.169], [-1.622, 2.357, -1.438], [0.592, -1.794, -1.848], [-0.622, -2.613, -1.080]],
  "orbital_gap_ev": [7.09, 7.09],
  "total_charge": 1
}

=====

(two)
{
  "formula": "C5H11IN",
  "method": "ωB97M-V/def2-TZVPD",
  "elements": ["C", "C", "C", "C", "C", "N", "I", "H", "H", "H", "H", "H", "H", "H", "H", "H", "H", "H"],
  "xyz": [[0.230, -1.546, 1.439], [-0.559, -0.302, 1.153], [-1.268, 1.194, -0.692], [1.181, 0.936, -0.076], [-0.220, 0.613, 0.180], [0.179, -0.551, 2.431], [1.052, -0.540, -3.872], [-0.312, -2.558, 1.614], [1.154, -1.629, 0.951], [-1.574, -0.240, 1.266], [-1.955, 1.993, -0.268], [-1.902, 0.508, -1.204], [-0.732, 1.674, -1.481], [1.453, 1.921, -0.428], [2.025, 0.543, 0.607], [1.291, 0.411, -1.127], [-0.279, -0.610, 3.326], [0.236, -1.818, -3.817]],
  "orbital_gap_ev": 7.48,
  "total_charge": 1
}

=====

Energy ordering: (one) at the bottom, the next structure 90.8 kJ/mol above.

=====

(one)
{
  "formula": "C35H74O28P2",
  "method": "ωB97M-V/def2-TZVPD",
  "elements": ["C", "C", "O", "P", "O", "C", "C", "P", "C", "C", "C", "C", "O", "C", "O", "C", "C", "H", "H", "H", "H", "H", "H", "H", "H", "H", "H", "H", "H", "H", "H", "H", "H", "H", "H", "H", "H", "H", "H", "H", "H", "H", "H", "C", "O", "C", "O", "O", "C", "H", "H", "H", "H", "H", "H", "C", "O", "C", "O", "O", "C", "H", "H", "H", "H", "H", "H", "C", "O", "C", "O", "O", "C", "H", "H", "H", "H", "H", "H", "C", "O", "C", "O", "O", "C", "H", "H", "H", "H", "H", "H", "C", "O", "C", "O", "O", "C", "H", "H", "H", "H", "H", "H", "C", "O", "C", "O", "O", "C", "H", "H", "H", "H", "H", "H", "C", "O", "C", "O", "O", "C", "H", "H", "H", "H", "H", "H", "C", "O", "C", "O", "O", "C", "H", "H", "H", "H", "H", "H"],
  "xyz": [[-2.898, 3.895, -0.636], [-1.550, 3.888, 0.073], [-0.556, 3.397, -0.853], [0.946, 3.933, -0.676], [1.114, 4.834, 0.478], [2.027, 2.489, -0.587], [3.337, 2.676, -1.374], [3.286, 2.349, -3.215], [1.650, 1.609, -3.646], [1.832, 0.765, -4.921], [0.527, 0.371, -5.617], [-0.384, -0.556, -4.786], [0.363, -1.307, -3.852], [-0.379, -2.352, -3.263], [1.334, 4.591, -2.080], [0.597, 5.782, -2.451], [-0.464, 5.465, -3.507], [-3.601, 4.504, -0.063], [-2.771, 4.330, -1.627], [-3.313, 2.895, -0.725], [-1.586, 3.223, 0.937], [-1.320, 4.895, 0.411], [2.271, 2.423, 0.477], [1.500, 1.575, -0.856], [4.098, 2.023, -0.944], [3.688, 3.700, -1.256], [4.130, 1.225, -3.387], [0.971, 2.439, -3.846], [1.230, 0.973, -2.868], [2.435, 1.331, -5.638], [2.396, -0.133, -4.664], [0.738, -0.114, -6.573], [-0.053, 1.269, -5.851], [-0.925, -1.235, -5.461], [-1.158, 0.021, -4.257], [-0.842, -2.999, -4.019], [0.293, -2.961, -2.661], [-1.181, -1.957, -2.628], [1.340, 6.446, -2.889], [0.184, 6.264, -1.565], [-0.491, 6.265, -4.247], [-1.461, 5.391, -3.073], [-0.231, 4.515, -3.984], [-5.037, -0.770, -1.377], [-5.594, -1.959, -0.829], [-4.925, -3.086, -1.045], [-3.831, -3.198, -1.518], [-5.732, -4.077, -0.692], [-5.259, -5.395, -0.976], [-5.727, 0.032, -1.132], [-4.055, -0.542, -0.966], [-4.973, -0.869, -2.460], [-4.326, -5.602, -0.455], [-5.127, -5.523, -2.049], [-6.022, -6.082, -0.626], [-6.841, 2.518, 1.157], [-6.635, 3.874, 1.539], [-5.449, 4.429, 1.333], [-4.468, 3.931, 0.837], [-5.534, 5.697, 1.749], [-4.329, 6.452, 1.597], [-7.892, 2.332, 1.356], [-6.652, 2.378, 0.093], [-6.236, 1.830, 1.743], [-4.041, 6.511, 0.550], [-3.524, 6.009, 2.182], [-4.549, 7.447, 1.973], [-0.544, -5.710, 1.043], [-0.062, -7.054, 0.937], [-1.021, -7.979, 0.946], [-2.202, -7.762, 1.048], [-0.455, -9.178, 0.808], [-1.381, -10.267, 0.793], [0.333, -5.072, 1.016], [-1.196, -5.468, 0.206], [-1.077, -5.565, 1.981], [-2.072, -10.173, -0.043], [-1.935, -10.313, 1.729], [-0.786, -11.167, 0.676], [3.413, -1.459, -1.608], [2.786, -1.598, -0.327], [3.591, -2.149, 0.586], [4.728, -2.489, 0.400], [2.925, -2.251, 1.733], [3.692, -2.828, 2.798], [2.687, -1.006, -2.280], [4.293, -0.820, -1.547], [3.690, -2.438, -1.994], [4.567, -2.220, 3.014], [4.001, -3.839, 2.542], [3.035, -2.851, 3.662], [-1.453, 3.252, 2.230], [-1.690, 3.544, 3.614], [-0.647, 4.053, 4.261], [0.433, 4.296, 3.788], [-1.003, 4.258, 5.531], [0.028, 4.818, 6.345], [-2.390, 2.874, 1.835], [-1.179, 4.156, 1.692], [-0.674, 2.500, 2.116], [0.325, 5.796, 5.971], [0.890, 4.155, 6.384], [-0.386, 4.928, 7.343], [9.352, 3.838, -0.379], [7.998, 3.382, -0.434], [7.761, 2.288, 0.286], [8.567, 1.688, 0.945], [6.474, 1.973, 0.149], [6.074, 0.806, 0.871], [9.397, 4.725, -1.004], [9.630, 4.094, 0.641], [10.028, 3.079, -0.769], [6.221, 0.943, 1.941], [6.620, -0.069, 0.525], [5.014, 0.667, 0.670], [3.766, 1.696, 6.069], [3.514, 1.961, 7.452], [4.552, 2.485, 8.102], [5.627, 2.736, 7.629], [4.190, 2.682, 9.369], [5.217, 3.245, 10.189], [2.850, 1.279, 5.659], [4.008, 2.616, 5.540], [4.575, 0.977, 5.958], [5.516, 4.222, 9.814], [6.080, 2.584, 10.231], [4.788, 3.349, 11.181], [-6.967, -9.494, -5.577], [-6.452, -8.325, -4.935], [-5.125, -8.222, -4.972], [-4.370, -9.006, -5.482], [-4.778, -7.099, -4.345], [-3.368, -6.859, -4.309], [-8.046, -9.446, -5.470], [-6.703, -9.500, -6.632], [-6.590, -10.394, -5.095], [-2.965, -6.762, -5.315], [-2.856, -7.660, -3.779], [-3.224, -5.927, -3.769]],
  "orbital_gap_ev": 8.33,
  "total_charge": 0
}

=====

(two)
{
  "formula": "C35H74O28P2",
  "method": "ωB97M-V/def2-TZVPD",
  "elements": ["C", "C", "O", "P", "O", "C", "C", "P", "C", "C", "C", "C", "O", "C", "O", "C", "C", "H", "H", "H", "H", "H", "H", "H", "H", "H", "H", "H", "H", "H", "H", "H", "H", "H", "H", "H", "H", "H", "H", "H", "H", "H", "H", "C", "O", "C", "O", "O", "C", "H", "H", "H", "H", "H", "H", "C", "O", "C", "O", "O", "C", "H", "H", "H", "H", "H", "H", "C", "O", "C", "O", "O", "C", "H", "H", "H", "H", "H", "H", "C", "O", "C", "O", "O", "C", "H", "H", "H", "H", "H", "H", "C", "O", "C", "O", "O", "C", "H", "H", "H", "H", "H", "H", "C", "O", "C", "O", "O", "C", "H", "H", "H", "H", "H", "H", "C", "O", "C", "O", "O", "C", "H", "H", "H", "H", "H", "H", "C", "O", "C", "O", "O", "C", "H", "H", "H", "H", "H", "H"],
  "xyz": [[-1.252, -6.087, -1.082], [-2.491, -5.341, -0.242], [-2.939, -4.236, -1.100], [-4.627, -3.868, -0.900], [-5.353, -4.632, 0.276], [-4.769, -1.976, -0.455], [-6.066, -1.270, -1.183], [-5.748, -0.765, -3.003], [-3.924, -1.130, -3.536], [-3.540, -0.236, -4.861], [-2.217, -0.782, -5.679], [-0.804, -0.635, -4.855], [-0.782, 0.464, -3.875], [0.615, 0.773, -3.488], [-5.432, -4.042, -2.466], [-5.394, -5.460, -2.893], [-4.245, -5.578, -4.072], [-1.052, -7.157, -0.596], [-1.653, -6.196, -2.201], [-0.244, -5.485, -1.034], [-2.036, -4.942, 0.785], [-3.282, -6.182, -0.053], [-4.979, -1.922, 0.719], [-3.761, -1.413, -0.648], [-6.384, -0.300, -0.583], [-6.996, -2.010, -1.184], [-5.910, 0.683, -3.139], [-3.887, -2.270, -3.869], [-3.139, -0.909, -2.696], [-4.442, -0.293, -5.605], [-3.416, 0.899, -4.540], [-2.047, -0.227, -6.722], [-2.354, -1.929, -5.947], [0.044, -0.433, -5.667], [-0.490, -1.648, -4.329], [1.290, 0.882, -4.452], [0.695, 1.789, -2.904], [1.077, -0.082, -2.826], [-6.438, -5.674, -3.426], [-5.247, -6.218, -2.003], [-4.683, -6.297, -4.915], [-3.260, -6.068, -3.673], [-3.979, -4.504, -4.478], [3.177, -3.139, -1.087], [4.573, -2.894, -1.248], [4.866, -1.721, -1.864], [4.056, -0.901, -2.268], [6.216, -1.617, -1.951], [6.673, -0.422, -2.582], [3.059, -4.103, -0.584], [2.719, -2.367, -0.461], [2.680, -3.196, -2.060], [6.355, 0.459, -2.015], [6.315, -0.370, -3.615], [7.766, -0.445, -2.597], [3.036, -5.841, 2.550], [2.129, -6.184, 3.596], [1.132, -5.283, 3.787], [0.967, -4.251, 3.156], [0.350, -5.730, 4.803], [-0.748, -4.876, 5.118], [3.790, -6.630, 2.485], [2.513, -5.785, 1.589], [3.543, -4.897, 2.772], [-1.421, -4.781, 4.260], [-0.392, -3.894, 5.443], [-1.304, -5.331, 5.942], [4.374, 3.573, 0.165], [4.902, 4.798, -0.341], [6.152, 4.696, -0.857], [6.823, 3.677, -0.916], [6.527, 5.923, -1.298], [7.832, 5.967, -1.872], [3.371, 3.772, 0.553], [4.293, 2.829, -0.633], [4.992, 3.196, 0.986], [7.889, 5.319, -2.752], [8.589, 5.686, -1.132], [8.027, 6.996, -2.189], [-3.838, 2.358, -1.061], [-3.292, 1.999, 0.206], [-3.682, 2.800, 1.230], [-4.432, 3.759, 1.143], [-3.093, 2.349, 2.366], [-3.416, 3.102, 3.533], [-3.460, 1.651, -1.805], [-4.931, 2.287, -1.044], [-3.518, 3.364, -1.349], [-4.491, 3.061, 3.734], [-3.079, 4.138, 3.429], [-2.891, 2.653, 4.381], [1.381, -0.923, 3.976], [2.006, -0.963, 5.258], [1.673, 0.069, 6.074], [0.913, 0.984, 5.799], [2.333, -0.094, 7.248], [2.077, 0.927, 8.211], [1.719, -1.794, 3.408], [0.292, -0.978, 4.076], [1.676, -0.021, 3.431], [1.016, 0.946, 8.480], [2.400, 1.903, 7.835], [2.656, 0.696, 9.110], [-11.902, 1.377, -0.075], [-10.536, 0.974, -0.164], [-9.701, 1.645, 0.669], [-10.023, 2.527, 1.450], [-8.446, 1.165, 0.481], [-7.453, 1.784, 1.298], [-12.478, 0.775, -0.783], [-12.294, 1.194, 0.931], [-12.012, 2.431, -0.349], [-7.667, 1.617, 2.359], [-7.385, 2.855, 1.079], [-6.489, 1.324, 1.065], [3.397, 5.107, 6.055], [4.022, 5.067, 7.336], [3.689, 6.099, 8.153], [2.928, 7.014, 7.878], [4.349, 5.936, 9.327], [4.093, 6.957, 10.290], [3.735, 4.236, 5.487], [2.308, 5.052, 6.155], [3.692, 6.009, 5.510], [3.032, 6.975, 10.559], [4.415, 7.933, 9.914], [4.671, 6.726, 11.189], [9.049, 0.568, -8.489], [8.142, 0.226, -7.443], [7.145, 1.126, -7.252], [6.980, 2.158, -7.883], [6.364, 0.679, -6.237], [5.265, 1.533, -5.922], [9.803, -0.221, -8.554], [8.527, 0.624, -9.450], [9.556, 1.512, -8.267], [4.592, 1.628, -6.780], [5.621, 2.516, -5.597], [4.709, 1.078, -5.097]],
  "orbital_gap_ev": 8.14,
  "total_charge": 0,
  "smiles": "CCOP(=O)(CCPCCCCOC)OCC.COC(=O)OC.COC(=O)OC.COC(=O)OC.COC(=O)OC.COC(=O)OC.COC(=O)OC.COC(=O)OC.COC(=O)OC"
}

=====

Energy ordering: (one) at the bottom, the next structure 110.1 kJ/mol above.

=====

(one)
{
  "formula": "C2H3FS",
  "method": "ωB97M-V/def2-TZVPD",
  "elements": ["C", "C", "F", "S", "H", "H", "H"],
  "xyz": [[1.874, 0.210, 0.053], [1.572, 1.295, 0.408], [2.232, -0.955, -0.312], [-2.289, -0.442, 0.038], [-3.183, -0.775, -0.816], [-1.856, -1.689, 0.198], [1.651, 2.357, 0.430]],
  "orbital_gap_ev": 10.51,
  "total_charge": 0,
  "smiles": "C#CF.S"
}

=====

(two)
{
  "formula": "C2H3FS",
  "method": "ωB97M-V/def2-TZVPD",
  "elements": ["C", "C", "F", "S", "H", "H", "H"],
  "xyz": [[-0.737, 0.365, -0.006], [0.641, -0.236, -0.016], [-0.699, 1.628, 0.330], [-2.142, -0.414, -0.380], [1.154, -0.511, 1.032], [1.288, 0.495, -0.611], [0.494, -1.328, -0.349]],
  "orbital_gap_ev": [9.18, 9.18],
  "total_charge": 0,
  "smiles": "CC(F)=S"
}

=====

(three)
{
  "formula": "C2H3FS",
  "method": "ωB97M-V/def2-TZVPD",
  "elements": ["C", "C", "F", "S", "H", "H", "H"],
  "xyz": [[0.269, 0.263, 0.914], [-0.224, -0.286, -0.664], [-1.570, 0.089, -0.884], [1.543, -0.285, 1.636], [-0.176, 1.276, 0.949], [-0.220, -1.411, -0.770], [0.379, 0.354, -1.182]],
  "orbital_gap_ev": 8.45,
  "total_charge": 0,
  "smiles": "FCC=S"
}

=====

Energy ordering: (two) at the bottom, the next structure 105.7 kJ/mol above.